The following is a quantum chemistry calculation of a structure of composition C25H45F6N3O4PReS3, from the Open Molecules 2025 dataset.

```
88
Properties=species:S:1:pos:R:3:lowdin_charge:R:1
C -3.3245 -0.9993 -1.7956 -0.1664
H 1.7665 -2.1664 -0.8805 0.0980
C -3.4195 -0.6171 -3.2694 -0.1744
F 3.2075 4.3839 -2.2433 0.2355
C -1.1223 -1.9576 0.8831 -0.4071
O 2.7681 0.6031 -1.5032 -0.2985
N 2.6982 2.3747 0.2308 -0.3289
H -1.7301 -1.3004 1.5207 0.1141
H -2.7940 0.1621 -0.0399 0.1093
C 0.9579 -3.3652 -3.9740 -0.1724
H -0.9352 -2.4705 -2.2743 0.1210
H -5.1018 0.7275 -3.3681 0.1231
H 0.1179 -4.0315 -3.7594 0.1215
H -1.4457 1.1801 -2.5865 0.0949
N -0.0400 2.1739 3.8881 -0.1539
C 0.5098 4.7789 1.3686 -0.0127
H -0.5293 -2.0648 -4.8663 0.1167
H -0.3298 -0.2012 -3.4261 0.0853
C 0.1419 2.7578 2.7227 -0.5238
C -1.8749 -4.2967 1.5641 -0.1668
F 3.3720 2.7802 -3.6871 0.2525
P -0.7808 -0.8903 -0.5713 1.0152
H -1.0371 -4.9602 1.3385 0.1245
C -2.1618 1.2778 -1.7692 -0.2406
H -4.2226 1.8037 -1.5079 0.1238
C 0.0973 -2.4099 1.6976 -0.2100
C -1.9822 -3.1923 0.4977 -0.1723
C -0.3785 -2.9257 3.0652 -0.1649
H -2.7712 -4.9136 1.5139 0.1282
H -1.7660 2.0502 -1.0992 0.0497
H 2.2673 -4.2554 -2.4992 0.1242
H -0.1829 4.3324 0.6605 0.0618
H -0.5055 -2.0881 3.7560 0.0920
H -3.7795 1.1784 -4.4148 0.1209
C 0.4494 -1.9745 -4.3912 -0.1576
H 1.3243 -0.5839 -2.9762 0.0885
C -0.2413 2.9335 5.1391 0.0202
C -4.0150 0.7870 -3.4256 -0.1594
H 1.9715 3.7557 4.2468 0.0933
F 5.3792 1.1725 -0.2410 0.1909
H 1.1138 -1.5299 -5.1325 0.1231
O 1.1293 2.3228 -1.5683 -0.3504
F 4.5166 -0.7471 0.2848 0.2125
C 4.8740 0.4309 0.7182 -0.6748
O 2.2160 0.3037 1.4414 -0.4384
C 3.6284 3.1774 -2.4814 -0.6745
H 0.5976 2.7993 5.8200 0.1165
H 0.1340 0.4133 4.9793 0.1207
C -3.5061 1.7456 -2.3318 -0.1628
H 0.0892 5.7280 1.7001 0.1236
S 3.3074 1.3483 1.3384 0.7505
H -1.6620 -3.5974 -0.4648 0.1057
H -3.4049 2.7571 -2.7232 0.1215
O 3.5721 2.0388 2.5400 -0.1749
H 2.7103 -2.6305 -2.9591 0.1185
F 5.6699 0.3563 1.7378 0.2470
H -1.7260 -4.4949 3.7076 0.1244
C 0.3460 -1.0204 -3.1885 -0.1988
H 0.7086 -3.5672 -0.9179 0.1070
H 0.2528 0.1776 3.2438 0.0449
S -0.6521 1.9469 1.2681 0.8391
H 0.6088 -3.2094 1.1634 0.1080
H -0.3917 3.9872 4.9300 0.1020
H 1.4657 4.9662 0.8827 0.1008
Re 0.7971 0.8898 0.0900 1.1593
H -4.3114 -0.9052 -1.3371 0.1368
C -2.3554 -0.0571 -1.0217 -0.4053
H -2.5523 -3.0541 3.1808 0.1189
H 1.2575 5.3718 3.9978 0.1203
H -3.0214 -2.8830 0.3857 0.1169
H -1.3376 0.4974 4.0034 0.1143
H 0.4042 -3.5545 3.4900 0.1256
C -1.7025 -3.7059 2.9581 -0.1715
F 4.8672 3.0045 -2.1407 0.2371
C -0.2712 0.7277 4.0192 -0.0342
H 1.4959 -3.8262 -4.8004 0.1248
N 0.7245 3.9225 2.5414 -0.1514
C 1.6791 4.4941 3.5097 0.0074
H 0.8419 -1.6180 1.8291 0.0669
H 2.5621 4.7949 2.9499 0.1102
H -4.0287 -1.3496 -3.7973 0.1298
C 1.0813 -2.7399 -1.5219 -0.1846
C 1.8561 -3.2770 -2.7436 -0.1646
H -1.1424 2.5421 5.6095 0.1186
H -3.0477 -2.0469 -1.6859 0.0884
C -0.0913 -1.8410 -1.9667 -0.4147
H -2.4274 -0.6680 -3.7288 0.0948
S 2.5674 2.0303 -1.3330 0.6699
```

Computed properties:
Energy above the lowest of the compared OMol25 structures with the same formula, charge and spin   19.7 kcal/mol
Total charge   +3
Gap between HOMO and LUMO (spin up / spin down)   6.0 / 6.3 eV
Molar mass   879.0 u
Energy   -99515.0505 eV
Spin multiplicity   2
⟨S²⟩   0.76